Computed, not measured: one molecule with the formula C21H24N2O7S2, with ωB97M-V/def2-TZVPD.

Values from the calculation:
**Energy**: -2247.172149 Eh
**2S+1**: 1
**SMILES**: COc1cc(C(=S)N2CCOCC2)cc(OC)c1OS(=O)(=O)c1ccc(NC(C)=O)cc1
**HOMO level**: -8.037 eV
**LUMO level**: 0.26 eV

Each line ends with the Löwdin charge.
Positions of all 56 atoms, in Å:
C: 0.004539 -4.743529 -0.573576  -0.0561
O: 0.668192 -3.530856 -0.854459  -0.0606
C: 0.437820 -2.475900 -0.049846  -0.2055
C: -0.191176 -2.528073 1.189075  0.0222
C: -0.339928 -1.372676 1.944342  -0.2526
C: -1.056983 -1.443714 3.228880  -0.7142
S: -2.531531 -2.185848 3.257456  0.7218
N: -0.521386 -0.847957 4.308799  -0.1210
C: -1.206983 -0.830195 5.583945  -0.1586
C: -0.541663 -1.828049 6.536304  -0.1764
O: 0.830908 -1.536706 6.687976  -0.1280
C: 1.494903 -1.573328 5.450326  -0.1806
C: 0.890974 -0.566814 4.456076  -0.1144
C: 0.103886 -0.143299 1.460396  0.0244
C: 0.709444 -0.067718 0.212329  -0.1847
O: 1.153405 1.079395 -0.370907  -0.0724
C: 0.889727 2.303762 0.274554  -0.0664
C: 0.901870 -1.241683 -0.523729  -0.1676
O: 1.488663 -1.189003 -1.763789  -0.1076
S: 0.450316 -1.185514 -3.019538  0.7014
O: -0.795385 -1.757546 -2.612956  -0.2352
O: 1.150209 -1.735204 -4.132679  -0.2416
C: 0.251938 0.570145 -3.237456  -0.2694
C: -0.803898 1.215543 -2.627571  -0.0396
C: -0.900164 2.593094 -2.700126  0.0036
C: 0.072112 3.316519 -3.390884  -0.2142
N: 0.037169 4.707775 -3.491796  0.1185
C: -0.716425 5.598549 -2.772255  -0.5114
C: -0.459750 7.030200 -3.189910  0.0009
O: -1.490340 5.285039 -1.900423  0.0737
C: 1.121363 2.643309 -4.021758  -0.0044
C: 1.215375 1.268408 -3.936052  -0.0396
H: 0.222800 -5.395633 -1.417017  0.0988
H: 0.380243 -5.201239 0.347789  0.0968
H: -1.075393 -4.593614 -0.498730  0.1066
H: -0.581819 -3.453756 1.579011  0.0983
H: -2.254134 -1.090598 5.427523  0.0638
H: -1.129519 0.179287 6.000020  0.1345
H: -0.980954 -1.765275 7.532171  0.1296
H: -0.671750 -2.846577 6.142075  0.1300
H: 2.539044 -1.329801 5.652555  0.1293
H: 1.433287 -2.583386 5.015356  0.1335
H: 1.400782 -0.647027 3.497234  0.1203
H: 1.007007 0.447007 4.854441  0.1358
H: -0.073881 0.746004 2.042969  0.1191
H: -0.183103 2.461202 0.415935  0.1027
H: 1.403070 2.368658 1.239274  0.0972
H: 1.276532 3.072552 -0.391637  0.0949
H: -1.540379 0.627183 -2.103561  0.1261
H: -1.711053 3.115047 -2.220460  0.1071
H: 0.703514 5.099980 -4.143194  0.1426
H: -1.080363 7.691979 -2.593263  0.0850
H: 0.586277 7.288005 -3.037409  0.0838
H: -0.704394 7.162670 -4.241689  0.0850
H: 1.866049 3.204431 -4.568501  0.1139
H: 2.018671 0.721270 -4.401504  0.1209

Atomic forces in eV per Å
-0.1 -0.2 0.1
0.1 0.3 0.0
0.3 0.3 0.1
0.1 -0.1 0.0
0.4 0.1 -0.6
-0.6 0.0 0.5
-0.3 -0.3 -0.1
0.0 0.0 -0.4
-0.2 -0.2 0.5
-0.3 0.1 -0.2
0.1 0.0 0.2
0.1 0.2 -0.3
0.6 -0.2 0.3
-0.1 0.0 0.0
0.3 0.0 -0.2
0.0 -0.5 0.1
0.0 0.2 0.1
-0.5 -0.1 0.6
0.0 -0.2 -0.7
-0.4 0.4 -0.4
0.1 0.3 0.1
0.3 0.2 0.3
0.0 -0.7 0.1
0.0 0.0 -0.1
-0.1 0.0 0.0
0.0 -0.4 0.1
0.3 0.0 -0.3
0.2 0.4 -0.2
-0.2 0.0 0.2
-0.2 -0.1 0.2
-0.1 0.0 0.1
0.1 0.1 -0.1
0.0 0.0 0.1
0.0 0.0 -0.1
0.0 0.0 0.0
0.0 -0.1 0.0
0.2 0.1 0.1
0.0 0.0 0.0
0.0 0.0 -0.1
0.0 0.1 0.0
0.0 0.0 -0.1
0.0 0.1 0.0
0.0 0.1 0.1
0.1 0.0 -0.1
0.0 0.1 0.0
0.0 0.0 0.0
0.0 0.0 0.0
0.0 0.0 0.1
-0.1 0.0 0.1
0.0 0.0 0.0
-0.2 0.0 0.1
0.0 0.0 0.0
0.1 0.0 0.0
0.0 0.0 -0.1
0.1 0.0 -0.1
0.2 0.0 -0.1


Computed, not measured: one molecule with the formula C2H5PSi, with ωB97M-V/def2-TZVPD.

Values from the calculation:
**Energy**: -709.838989 Eh
**2S+1**: 1
**SMILES**: [SiH2]=[PH]1C=C1
**Energy relative to the best compared isomer or geometry (same formula, charge and spin)**: 55.2 kcal/mol
**HOMO level**: -7.761 eV
**LUMO level**: -0.02 eV

Each line ends with the Löwdin charge.
Positions of all 9 atoms, in Å:
Si: -2.173748 -0.460207 0.832093  0.3729
P: 0.009306 0.093079 -0.009868  0.6776
C: 1.583598 -0.639891 -0.687805  -0.2490
C: 1.751345 0.625396 -0.369771  -0.2732
H: -2.976427 0.636920 0.598649  -0.2614
H: -2.150596 0.070497 2.169593  -0.2373
H: -0.529098 0.037166 -1.226508  -0.1228
H: 1.890912 -1.607462 -0.995520  0.0544
H: 2.594707 1.244502 -0.310864  0.0389

Atomic forces in eV per Å
0.9 -3.0 0.4
1.9 -0.1 0.1
-1.5 1.0 1.8
-0.8 -2.1 -0.3
-1.2 2.6 -1.5
0.5 -0.1 1.6
-1.1 0.8 -1.9
0.7 -0.3 -0.2
0.7 1.3 0.0


| no. | Kohn-Sham gap (eV) |
| --- | --- |
| 1 | 8.2945 |
| 2 | 7.7369 |